1.
ORCA calculation (wB97M-V/def2-TZVPD) on an isolated ion of composition C23H26F3OSi and charge +1 at a distorted geometry.

HOMO-LUMO gap: 6.6 eV
Largest force on an atom: 3.3 eV/Å
Total charge: +1
E_HOMO: -12.10 eV

XYZ file:
```
54
Properties=species:S:1:pos:R:3:forces:R:3
F 3.48940 4.49497 3.30106 -0.323 -1.444 -0.129
C 3.34034 3.12864 3.23629 -0.591 1.316 0.079
C 4.44304 2.36281 3.51777 0.639 -0.549 -0.341
C 4.26604 0.99258 3.42685 -0.304 -1.824 0.212
F 5.35069 0.13887 3.59185 -1.525 1.374 -0.046
C 3.01284 0.39800 3.15241 0.376 0.325 -0.818
C 1.94547 1.23891 2.72870 1.301 -0.587 -0.076
C 0.71803 0.63977 2.09906 -0.243 -1.547 1.066
C -0.53655 0.90613 2.91014 -0.523 -0.206 0.160
C -1.48261 -0.13433 2.95629 0.004 0.468 -0.809
C -2.83591 0.16441 3.17020 0.865 -0.729 0.381
C -3.22176 1.47136 3.45595 -0.285 -0.820 -0.576
C -2.23979 2.42395 3.59653 0.140 0.917 0.513
F -2.64586 3.71985 3.80629 0.597 -1.160 0.166
C -0.86946 2.15150 3.50307 -0.916 -0.218 -1.104
C 2.09372 2.60713 2.85046 1.126 0.559 -0.190
H 5.43953 2.77377 3.67657 -0.396 0.051 0.135
H 2.89701 -0.69907 3.12689 0.263 0.713 -0.018
H 0.85914 -0.39004 1.89726 0.158 -1.737 1.835
H -1.12071 -1.14913 2.71306 -0.544 0.594 -0.051
H -3.52790 -0.67927 3.09905 -0.074 0.590 0.130
H -4.27432 1.71022 3.49429 0.048 0.267 0.191
H -0.17682 2.93005 3.79632 -0.053 -0.076 -0.421
H 1.31263 3.28430 2.56631 -0.022 0.313 -0.165
C -0.62421 -3.03236 -4.80733 -0.244 -0.288 -0.418
C 0.25688 -2.26403 -3.82664 0.100 0.407 0.614
Si -0.88712 -1.26383 -2.70440 -0.796 -0.756 -1.049
C -1.84789 0.02443 -3.65173 0.276 -0.122 0.508
C -1.02053 0.90713 -4.57212 -0.113 0.426 -0.372
C -2.10182 -2.30270 -1.73083 0.446 0.368 -0.029
C -1.43272 -3.36508 -0.86918 -0.192 -0.458 0.357
C 0.14952 -0.37748 -1.39742 -0.774 0.873 2.703
C 1.54979 -0.29388 -1.28671 -0.215 0.765 0.164
C 1.80071 0.47955 -0.17677 0.306 -0.204 -1.114
C 0.59624 0.83080 0.49641 -1.705 2.740 0.601
O -0.46680 0.19731 -0.29944 1.967 -0.673 -1.033
H -0.02864 -3.65688 -5.48544 -0.119 0.161 0.178
H -1.32703 -3.69981 -4.28672 0.177 0.175 -0.143
H -1.21521 -2.34874 -5.43639 0.138 -0.201 0.186
H 0.89462 -2.94152 -3.24901 -0.100 -0.038 -0.018
H 0.94036 -1.59487 -4.35909 -0.053 0.003 -0.039
H -2.64013 -0.50874 -4.19672 0.100 0.189 0.168
H -2.31229 0.62404 -2.85523 -0.240 0.004 -0.334
H -1.69037 1.58452 -5.11087 0.211 -0.003 -0.017
H -0.31703 1.53745 -4.01383 -0.046 -0.160 -0.091
H -0.45780 0.34425 -5.32799 -0.109 0.048 0.226
H -2.63612 -1.57915 -1.10074 -0.163 -0.209 -0.081
H -2.81793 -2.74252 -2.43638 0.064 0.107 0.170
H -2.19572 -3.92796 -0.31925 0.218 -0.002 -0.042
H -0.85578 -4.09156 -1.45624 -0.104 0.202 0.078
H -0.76271 -2.92914 -0.11540 -0.066 -0.039 -0.178
H 2.22009 -0.68561 -2.05538 -0.081 0.113 0.615
H 2.75755 0.71364 0.21873 0.695 0.342 0.170
H 0.23590 1.87733 0.73942 0.702 -0.360 -1.905
```
Forces are in eV/Å.

2.
ORCA calculation (wB97M-V/def2-TZVPD) on C20H26N2O2S as an isolated structure at a distorted geometry.

HOMO-LUMO gap: 9.2 eV
Largest force on an atom: 15.8 eV/Å
E_HOMO: -8.65 eV
Energy relative to the best compared isomer or geometry (same formula, charge and spin): 508.9 kcal/mol

XYZ file:
```
51
Properties=species:S:1:pos:R:3:forces:R:3
C -6.42092 -0.94410 -0.27857 -0.139 3.228 -6.085
H -5.47302 -0.93215 -1.06449 -2.208 -0.689 2.127
O -6.42149 0.35045 0.32823 -4.257 -2.607 -1.899
C -5.41692 0.49094 1.15786 2.772 0.175 3.135
C -4.19140 0.62445 0.26286 -4.442 -0.731 5.332
C -4.09351 1.60075 -0.55067 2.082 0.051 -1.573
C -2.81112 1.56727 -0.94070 0.108 11.132 -11.173
C -1.92581 0.81159 -0.61859 6.657 -7.774 6.062
S -2.80870 -0.03903 0.65922 4.125 -4.051 1.901
C -0.39831 0.61361 -0.70310 -5.440 14.700 1.454
O 0.21329 1.84708 -0.58673 -1.434 -6.270 -0.152
N -0.05460 -0.47090 -1.07853 6.130 -9.609 -0.301
C -0.69668 -1.95349 -1.28805 -5.332 8.709 5.673
H -1.75864 -1.44525 -1.21140 1.285 -2.154 -0.622
C -0.46048 -2.77218 -0.16409 -0.895 -3.352 6.581
C 0.97719 -3.06636 0.18584 3.583 -0.247 -3.326
H 1.29919 -3.84637 0.96098 -0.992 1.729 -0.478
H 1.34096 -3.59860 -0.76494 -0.004 0.432 0.888
C 1.92471 -1.60898 0.16338 -8.528 -2.732 6.294
N 3.19910 -1.92992 0.56578 2.424 -1.572 -6.700
C 3.95373 -2.30025 -0.82271 4.459 2.502 8.132
H 3.36990 -2.97375 -1.14525 -3.534 -5.005 -3.513
H 4.95819 -2.58034 -0.35813 -1.231 -0.469 -1.264
H 4.11809 -1.38404 -1.21552 0.108 2.434 -2.500
C 3.90411 -0.88048 1.10601 0.519 -8.867 12.042
C 4.17239 0.37277 0.80486 -2.274 5.465 -2.020
C 5.20311 0.48517 0.03072 -7.051 13.958 -1.350
C 5.36359 2.09574 -0.54674 -6.027 -6.490 5.636
C 4.27987 2.86086 -0.17258 9.983 2.428 -7.242
C 3.29980 2.55703 0.58060 -5.903 10.199 0.243
C 3.14591 1.44316 1.00556 -1.138 -12.961 5.052
H 2.24501 1.08280 1.54609 0.712 0.470 -0.233
H 2.53514 3.37774 0.71348 0.609 -1.169 0.064
H 4.43904 3.75379 -0.73904 -1.005 1.416 0.385
H 6.15592 2.10030 -1.11972 3.688 1.454 -3.107
H 6.00003 0.12921 -0.10364 10.779 -6.785 -1.807
H 3.35776 -1.01510 2.10550 0.056 1.642 -0.234
H 4.88283 -1.47038 1.83534 -1.804 1.553 -2.857
H 1.42387 -1.18415 1.14916 0.864 -0.374 -1.120
C 1.36242 -0.66564 -0.86881 2.145 -1.334 0.279
H 2.05512 0.09565 -0.70927 -0.030 2.580 -0.646
H 1.63302 -1.19143 -1.66866 1.561 -1.407 -4.344
H -1.09589 -3.72457 -0.18629 1.010 0.916 -0.710
H -0.85817 -2.46420 0.92660 0.102 0.649 -2.691
H -0.50787 -2.15918 -2.19762 1.806 -2.001 -6.293
H -2.22666 2.27312 -1.91166 -2.447 -1.203 2.637
H -4.74538 2.20832 -0.92892 -3.995 3.322 -1.748
H -5.16731 -0.46289 1.91395 -1.161 2.399 -1.357
H -5.73197 1.49767 1.66301 1.492 -1.890 -0.032
H -6.48010 -1.73244 0.36388 0.387 -2.049 2.096
H -7.37228 -1.00443 -0.97032 1.827 0.248 1.366
```
Forces are in eV/Å.